Density functional theory data (the ωB97M-V functional and the def2-TZVPD basis) for C2H3FS as an isolated structure in a non-equilibrium geometry.

Computed properties:
spin multiplicity	1
HOMO	-8.9	eV
LUMO level	0.7034	eV
largest force on an atom	0.0926	hartree/bohr
orbital gap	0.3520	Ha
charge	0
energy relative to the best compared isomer or geometry (same formula, charge and spin)	49.15	kcal per mole
electronic energy	-15672.3886	eV

Last column: Löwdin charge in e.
Element x y z (Å)
1 S 0.92474 -0.76010 0.80750  0.78
2 F 1.25915 0.53190 -1.50138  -0.05
3 C 0.41079 -0.28219 -0.82928  -0.49
4 C -0.54668 0.26305 0.89286  -0.32
5 H -0.24290 1.23779 1.11554  -0.01
6 H -0.24844 -0.92757 -1.34819  0.06
7 H -1.55666 -0.06289 0.86295  0.02

Density functional theory data (the ωB97M-V functional and the def2-TZVPD basis) for a 2-piece molecular cluster, C2H3FS overall in a non-equilibrium geometry.

Computed properties:
spin multiplicity	1
HOMO (alpha / beta)	-9.3 / -9.2	eV
LUMO level (alpha / beta)	-1.4307 / -1.6103	eV
largest force on an atom	0.0791	hartree/bohr
orbital gap (alpha / beta)	0.2883 / 0.2797	Ha
charge	0
energy relative to the best compared isomer or geometry (same formula, charge and spin)	78.66	kcal per mole
electronic energy	-15671.1089	eV

Last column: Löwdin charge in e.
Element x y z (Å)
1 S 2.09088 0.34007 -0.08906  0.69
2 F -1.58413 -0.82416 -0.01486  0.01
3 C -0.47088 -0.20091 -0.35932  -0.34
4 C 0.70752 -0.24544 0.47245  -0.72
5 H 0.58124 -0.61122 1.60011  0.12
6 H -0.97198 1.61759 -0.23185  0.20
7 H -0.35265 -0.07592 -1.37748  0.05

Density functional theory data (the ωB97M-V functional and the def2-TZVPD basis) for a 2-piece molecular cluster, C2H3FS2 overall in a non-equilibrium geometry.

Computed properties:
spin multiplicity	3
HOMO (alpha / beta)	-7.0 / -9.9	eV
LUMO level (alpha / beta)	-0.4520 / -2.1247	eV
largest force on an atom	0.0561	hartree/bohr
orbital gap (alpha / beta)	0.2424 / 0.2863	Ha
charge	0
energy relative to the best compared isomer or geometry (same formula, charge and spin)	0.00	kcal per mole
<S²>	2.006
electronic energy	-26506.4320	eV

Last column: Löwdin charge in e.
Element x y z (Å)
1 S -0.04821 -3.06139 0.85946  0.63
2 S 0.62039 2.02253 0.81116  0.70
3 F -0.66359 1.09994 -1.29721  -0.07
4 C -0.61231 1.90716 -0.22212  -0.73
5 C 0.68190 -1.77919 0.15791  -0.66
6 H -1.68689 2.42157 -0.19114  0.11
7 H -0.04302 -1.04364 -0.40714  0.02
8 H 1.75173 -1.56698 0.28908  0.00

Density functional theory data (the ωB97M-V functional and the def2-TZVPD basis) for C2H3FeLiO as an isolated structure in a non-equilibrium geometry.

Computed properties:
spin multiplicity	6
HOMO (alpha / beta)	-12.3 / -12.0	eV
LUMO level (alpha / beta)	-5.2340 / -6.0356	eV
largest force on an atom	0.1444	hartree/bohr
orbital gap (alpha / beta)	0.2601 / 0.2198	Ha
charge	+1
energy relative to the best compared isomer or geometry (same formula, charge and spin)	0.00	kcal per mole
<S²>	8.794
electronic energy	-38749.9327	eV

Last column: Löwdin charge in e.
Element x y z (Å)
1 Fe 0.45492 1.10331 2.10487  0.84
2 O -0.04318 1.45055 -0.20912  -0.42
3 C -0.02695 -0.98020 -0.56125  -0.02
4 C 0.75336 0.33497 -0.42833  -0.32
5 Li -2.69550 0.67532 0.78126  0.81
6 H 0.59325 -1.87728 -0.45287  0.02
7 H 1.65440 0.32476 0.20884  0.04
8 H -0.69029 -1.03142 -1.44339  0.04

Density functional theory data (the ωB97M-V functional and the def2-TZVPD basis) for one molecule with the formula C2H3I2N in a non-equilibrium geometry.

Computed properties:
spin multiplicity	1
HOMO	-9.3	eV
LUMO level	-0.0800	eV
largest force on an atom	0.0568	hartree/bohr
orbital gap	0.3398	Ha
charge	0
energy relative to the best compared isomer or geometry (same formula, charge and spin)	4.11	kcal per mole
electronic energy	-19813.0506	eV
SMILES	[H]/N=C(\I)CI

Last column: Löwdin charge in e.
Element x y z (Å)
1 I -1.57034 -1.92972 0.13534  0.69
2 I -1.63447 1.87156 0.20676  0.63
3 N 0.98045 0.69210 -1.06082  0.06
4 C 0.08523 0.51700 -0.21948  -0.94
5 C 0.14339 -0.69293 0.67288  -0.64
6 H 0.91928 -1.32265 0.18210  0.04
7 H 1.01586 1.59959 -1.67894  0.12
8 H 0.06059 -0.73495 1.76215  0.04

Density functional theory data (the ωB97M-V functional and the def2-TZVPD basis) for C2H3I2NO as an isolated structure in a non-equilibrium geometry.

Computed properties:
spin multiplicity	1
HOMO (alpha / beta)	-8.0 / -8.3	eV
LUMO level (alpha / beta)	-0.7672 / -1.1372	eV
largest force on an atom	0.0632	hartree/bohr
orbital gap (alpha / beta)	0.2674 / 0.2632	Ha
charge	0
energy relative to the best compared isomer or geometry (same formula, charge and spin)	183.72	kcal per mole
electronic energy	-21853.4061	eV

Last column: Löwdin charge in e.
Element x y z (Å)
1 I -0.69643 2.37889 -3.57302  0.66
2 I -1.43481 5.34824 -1.73450  0.59
3 O -0.01517 1.36441 -0.65431  -0.33
4 N -0.39605 2.37421 -0.07973  0.08
5 C -1.62097 3.27206 -1.93758  -1.25
6 C -0.21006 0.00591 -0.10285  0.01
7 H -0.38825 -0.14486 0.94427  0.09
8 H -1.03597 -0.22019 -0.64637  0.05
9 H 0.60463 -0.57530 -0.45098  0.08

Density functional theory data (the ωB97M-V functional and the def2-TZVPD basis) for one molecule with the formula C2H3I2NO in a non-equilibrium geometry.

Computed properties:
spin multiplicity	1
HOMO	-9.8	eV
LUMO level	-1.6513	eV
largest force on an atom	0.0589	hartree/bohr
orbital gap	0.2977	Ha
charge	0
energy relative to the best compared isomer or geometry (same formula, charge and spin)	16.47	kcal per mole
electronic energy	-21860.6584	eV
SMILES	NC(=O)C(I)I

Last column: Löwdin charge in e.
Element x y z (Å)
1 I -1.56375 -2.04543 0.26024  0.84
2 I -2.07554 1.85401 0.16449  0.43
3 O 1.36058 -0.11736 -1.44597  0.05
4 N 1.12511 0.09945 0.89265  0.10
5 C -0.87971 -0.25767 -0.55360  -0.92
6 C 0.68272 -0.10400 -0.42505  -0.67
7 H 1.97643 0.73981 0.95682  0.14
8 H 0.48298 0.21680 1.68883  0.08
9 H -1.10882 -0.38562 -1.53841  -0.06

Density functional theory data (the ωB97M-V functional and the def2-TZVPD basis) for a 2-piece molecular cluster, C2H3I2NO overall in a non-equilibrium geometry.

Computed properties:
spin multiplicity	1
HOMO	-9.4	eV
LUMO level	-1.7651	eV
largest force on an atom	0.1062	hartree/bohr
orbital gap	0.2802	Ha
charge	0
energy relative to the best compared isomer or geometry (same formula, charge and spin)	88.21	kcal per mole
electronic energy	-21857.5478	eV

Last column: Löwdin charge in e.
Element x y z (Å)
1 I -4.27761 -1.02395 0.44817  0.07
2 I -4.08229 1.56445 -0.15859  0.08
3 O -1.07136 0.35353 -1.28731  -0.18
4 N -1.40937 -0.79245 -1.90211  -0.14
5 C -1.80082 -1.81332 -2.25041  0.01
6 C -0.34879 -0.07120 -0.16535  -0.14
7 H -0.40697 0.77040 0.61256  0.11
8 H -0.62606 -0.98938 0.31568  0.07
9 H 0.82099 -0.17138 -0.32437  0.13

Density functional theory data (the ωB97M-V functional and the def2-TZVPD basis) for C2H3I2NO as an isolated structure in a non-equilibrium geometry.

Computed properties:
spin multiplicity	3
HOMO (alpha / beta)	-8.2 / -9.7	eV
LUMO level (alpha / beta)	-0.1734 / -2.0160	eV
largest force on an atom	0.0996	hartree/bohr
orbital gap (alpha / beta)	0.2965 / 0.2813	Ha
charge	0
energy relative to the best compared isomer or geometry (same formula, charge and spin)	21.70	kcal per mole
<S²>	2.008
electronic energy	-21856.9167	eV

Last column: Löwdin charge in e.
Element x y z (Å)
1 I 1.18818 -2.09205 -0.18812  0.86
2 I 2.64667 1.12655 -0.31590  0.93
3 O -0.13182 1.56052 1.03330  0.01
4 N -1.29177 -0.28730 0.42056  0.13
5 C -0.22959 0.51624 0.45502  -0.83
6 C 1.00392 -0.01446 -0.17622  -1.33
7 H -1.98950 -0.02660 0.97747  0.06
8 H -0.02781 0.46100 -2.20285  0.14
9 H -1.16828 -1.24390 -0.00326  0.03

Density functional theory data (the ωB97M-V functional and the def2-TZVPD basis) for C2H3I3O2 as an isolated structure in a non-equilibrium geometry.

Computed properties:
spin multiplicity	1
HOMO	-9.2	eV
LUMO level	-0.3820	eV
largest force on an atom	0.0994	hartree/bohr
orbital gap	0.3241	Ha
charge	0
energy relative to the best compared isomer or geometry (same formula, charge and spin)	25.91	kcal per mole
electronic energy	-30517.7948	eV

Last column: Löwdin charge in e.
Element x y z (Å)
1 I 0.80605 -2.61151 0.28908  0.78
2 I -2.44793 -0.38813 -0.37786  0.69
3 I 2.58360 0.29774 -0.31811  0.85
4 O -0.14055 1.47397 -0.50602  -0.16
5 O -0.24699 0.42120 1.46652  -0.05
6 C -0.31507 0.31438 0.13583  -1.24
7 C 0.66740 -0.61595 -0.47196  -1.26
8 H -0.86910 2.21013 -0.29349  0.19
9 H -0.16358 -0.43882 1.83391  0.04
10 H 0.12617 -0.66302 -1.75791  0.16